Entry 1:
Entry from OMol25: 2 unconnected molecules or ions with the total composition C4H6NO3 (ωB97M-V/def2-TZVPD).

```
14
Properties=species:S:1:pos:R:3:forces:R:3
O 1.62295 1.47243 -1.78846 -0.4 -0.6 0.0
C 0.38901 1.47778 -1.69115 1.1 3.4 -2.2
O -0.47524 2.26847 -2.09750 -0.1 -0.5 0.2
C -0.02292 0.76409 -0.20058 0.2 -3.3 0.8
C -0.28154 -0.04589 -1.34442 -1.5 0.0 3.0
C 0.05025 -1.47907 1.55877 -0.1 0.3 0.7
N 0.09597 -0.65038 2.60008 0.6 -1.0 -0.1
O -0.86462 -2.17535 1.06833 -0.1 -0.2 0.2
H -0.77289 1.34670 0.31228 -0.4 -0.1 -0.5
H 0.77895 0.45983 0.45895 0.8 0.9 -0.5
H 0.38757 -0.73287 -1.83215 0.3 -0.1 0.6
H -1.35348 -0.20241 -1.39091 0.0 0.4 -1.3
H 1.02897 -1.53676 1.05109 0.3 0.2 -0.5
H -0.58297 -0.96658 3.29566 -0.6 0.5 -0.4
```
Forces are in eV/Å.

Computed properties:
- net charge = -1
- HOMO level (Eh) = -0.14559
- relative energy (zero: lowest compared OMol25 entry of this formula, charge and spin) (eV) = 4.902
- LUMO energy (hartree) = 0.084
- frontier orbital gap (eV) = 6.25

Entry 2:
Entry from OMol25: a gas-phase ion, C4H6NO3 (charge -1) (ωB97M-V/def2-TZVPD).

```
14
Properties=species:S:1:pos:R:3:forces:R:3
N -0.37686 0.84975 1.90368 0.0 0.2 0.3
C -1.02136 -0.17520 1.27945 0.1 -0.3 0.1
O -2.05624 -0.62882 1.74457 -0.1 0.1 -0.1
C -0.35772 -0.72429 0.04600 0.4 -0.7 -0.3
C 0.68258 0.14950 -0.64171 -0.5 0.9 -0.2
C 0.79117 -0.10050 -2.17632 0.3 -0.4 -0.1
O 0.76850 0.92690 -2.88556 0.1 0.0 0.0
O 0.88606 -1.29810 -2.53111 -0.1 0.1 0.2
H 0.55766 1.13530 1.67812 -0.1 0.0 -0.3
H -0.81321 1.23164 2.72415 0.0 -0.1 0.1
H 0.04737 -1.70544 0.30318 0.2 0.0 0.2
H -1.11735 -1.03052 -0.67731 -0.2 0.4 0.1
H 1.67495 0.19499 -0.18064 0.0 -0.6 0.0
H 0.33444 1.17479 -0.58649 -0.1 0.3 0.0
```
Forces are in eV/Å.

Computed properties:
- net charge = -1
- structure (SMILES) = NC(=O)CCC(=O)[O-]
- HOMO level (Eh) = -0.15412
- relative energy (zero: lowest compared OMol25 entry of this formula, charge and spin) (eV) = 0.314
- LUMO energy (hartree) = 0.131
- frontier orbital gap (eV) = 7.75

Entry 3:
Entry from OMol25: 2 unconnected molecules or ions with the total composition C4H6NOP (ωB97M-V/def2-TZVPD).

```
13
Properties=species:S:1:pos:R:3:forces:R:3
O 0.92989 0.93955 -2.36151 0.2 0.0 -0.9
C 0.68036 1.50011 -1.38013 -0.3 -0.4 1.1
N 0.49062 1.99197 -0.30162 0.8 0.3 -1.0
P -0.73688 2.25632 0.80428 -0.5 -2.0 1.2
H -0.86449 3.59217 0.62307 0.4 1.6 0.4
H 0.08595 2.07397 2.03059 -0.7 0.9 -1.0
C -0.45132 -2.77982 -0.74332 -0.3 3.0 -0.2
C -0.24323 -1.73310 0.00936 1.9 1.9 1.7
C 0.27670 -0.77024 0.79459 -4.7 -1.1 1.1
H -0.40733 -3.67627 -0.25734 0.0 -2.6 0.7
H -0.73415 -2.63125 -1.76084 -0.2 -0.3 -0.6
H -0.30242 -0.18644 1.65605 0.7 -1.6 -2.3
H 1.27630 -0.57696 0.88682 2.6 0.2 -0.4
```
Forces are in eV/Å.

Computed properties:
- structure (SMILES) = O=C=NP.C=C=C
- HOMO level (Eh) = -0.33446
- relative energy (zero: lowest compared OMol25 entry of this formula, charge and spin) (eV) = 1.991
- LUMO energy (hartree) = 0.027
- frontier orbital gap (eV) = 9.83

Entry 4:
Entry from OMol25: a single C4H6NPS molecule (ωB97M-V/def2-TZVPD).

```
13
Properties=species:S:1:pos:R:3:forces:R:3
C 2.47555 0.00065 -0.07418 -0.2 -4.1 -3.8
C 1.00986 0.13911 -0.16136 -1.8 0.3 -0.4
C -0.01637 -0.73503 -0.14809 -2.9 2.6 0.1
C -1.46376 0.28310 -0.20480 2.7 -4.8 0.3
P -3.19190 -0.33307 -0.13977 0.4 -0.1 -1.8
N -1.22346 1.48968 -0.24961 1.8 3.0 -0.2
S 0.46120 1.87461 -0.24806 -1.1 -1.8 -0.1
H 2.74499 -0.86137 0.50780 0.1 -0.4 0.4
H 3.00097 -0.19846 -1.12037 -1.2 0.8 2.1
H 2.76958 0.82933 0.37957 2.2 3.5 1.8
H -0.09779 -1.83202 -0.01125 0.4 1.0 -0.2
H -3.57629 0.66271 0.71152 -0.4 0.5 0.9
H -2.89259 -1.31924 0.75859 0.0 -0.6 0.9
```
Forces are in eV/Å.

Computed properties:
- structure (SMILES) = Cc1cc(P)ns1
- HOMO level (Eh) = -0.32148
- relative energy (zero: lowest compared OMol25 entry of this formula, charge and spin) (eV) = 0.000
- LUMO energy (hartree) = 0.031
- frontier orbital gap (eV) = 9.60

Entry 5:
Entry from OMol25: a molecular structure, C4H6O (ωB97M-V/def2-TZVPD).

```
11
Properties=species:S:1:pos:R:3:forces:R:3
C 0.72108 0.53955 -0.75350 0.4 -0.3 -0.2
C 0.45886 0.13214 0.65979 0.0 0.1 0.3
C -1.09787 0.11907 0.56943 -0.3 0.3 0.3
O -1.10208 -1.21959 0.03000 -0.1 0.2 -0.5
C 0.24196 -0.97340 -0.28313 0.4 0.2 -0.7
H 1.68013 0.44733 -1.24260 0.4 -0.2 0.5
H 0.28089 1.52494 -0.98596 -0.3 -1.1 -0.6
H 1.06850 0.25622 1.54731 0.0 -0.1 -0.1
H -1.29444 0.72480 -0.32517 -0.8 0.4 0.8
H -1.77617 0.28313 1.40575 0.2 -0.1 0.0
H 0.81914 -1.83418 -0.62191 0.1 0.5 0.1
```
Forces are in eV/Å.

Computed properties:
- HOMO level (Eh) = -0.33564
- relative energy (zero: lowest compared OMol25 entry of this formula, charge and spin) (eV) = 3.013
- LUMO energy (hartree) = 0.043
- frontier orbital gap (eV) = 10.31

Entry 6:
Entry from OMol25: a single C4H6O molecule (ωB97M-V/def2-TZVPD).

```
11
Properties=species:S:1:pos:R:3:forces:R:3
O 1.88721 0.01969 -0.16776 -3.3 0.1 0.7
C 0.67408 0.01279 0.07440 2.2 0.4 -0.3
C -0.36074 -1.09951 0.18634 -0.2 -1.6 0.8
C -1.46504 -0.05242 -0.27563 -0.9 0.3 -1.5
C -0.41513 1.11446 0.18835 -1.1 1.4 -1.0
H -0.11586 -2.07317 -0.41689 -0.7 1.8 1.2
H -0.49977 -1.33952 1.33853 0.3 0.3 -2.3
H -1.52519 -0.06250 -1.52750 0.0 0.1 3.6
H -2.60876 -0.07508 0.18706 3.3 0.0 -1.2
H -0.36494 2.05710 -0.55375 0.1 -2.1 1.8
H -0.58218 1.48376 1.27394 0.3 -0.7 -1.8
```
Forces are in eV/Å.

Computed properties:
- structure (SMILES) = O=C1CCC1
- HOMO level (Eh) = -0.35746
- relative energy (zero: lowest compared OMol25 entry of this formula, charge and spin) (eV) = 1.439
- LUMO energy (hartree) = 0.028
- frontier orbital gap (eV) = 10.50

Entry 7:
Entry from OMol25: a single C4H6O molecule (ωB97M-V/def2-TZVPD).

```
11
Properties=species:S:1:pos:R:3:forces:R:3
C 0.46028 -1.51498 0.25807 0.4 -0.3 0.0
C 0.25797 -0.70339 -0.85423 -0.6 -0.1 0.0
O 0.40042 -1.01326 -2.05535 0.1 0.3 -0.1
C -0.40398 0.58059 -0.56470 2.6 0.6 -1.8
C -0.29440 1.35103 0.65613 0.1 -1.3 -1.0
H 0.64761 -1.13500 1.25519 -0.4 0.1 0.0
H 0.70102 -2.56205 0.08601 0.0 0.2 0.0
H -0.82668 2.27820 0.71632 -0.4 0.1 0.1
H -0.78454 1.02215 -1.49395 -1.0 -0.3 0.4
H -0.82679 0.36352 0.85777 -0.9 0.9 2.1
H 0.66910 1.33321 1.13874 0.1 -0.2 0.3
```
Forces are in eV/Å.

Computed properties:
- HOMO level (Eh) = -0.28834
- relative energy (zero: lowest compared OMol25 entry of this formula, charge and spin) (eV) = 4.083
- LUMO energy (hartree) = -0.059
- frontier orbital gap (eV) = 6.24

Entry 8:
Entry from OMol25: a single C4H6O molecule (ωB97M-V/def2-TZVPD).

```
11
Properties=species:S:1:pos:R:3:forces:R:3
C 1.52020 -1.77737 0.41871 -2.0 1.9 -1.6
C 0.54313 -0.70221 0.21127 1.0 -1.6 -0.1
C -0.22695 0.17299 0.02082 -4.1 2.9 -1.0
C -1.43294 1.14601 -0.29042 0.9 -1.8 0.2
O -1.03701 2.31498 -0.93410 0.4 0.3 0.4
H 1.23394 -2.21740 1.30198 0.2 -1.6 2.0
H 2.39917 -1.25911 0.38986 2.9 1.0 0.9
H 1.59690 -2.38339 -0.44163 -0.5 -1.2 -0.7
H -2.03605 1.32423 0.60016 0.4 0.1 0.5
H -2.15603 0.77653 -0.98326 -0.2 -1.4 -0.4
H -0.40435 2.60474 -0.29339 1.0 1.4 0.0
```
Forces are in eV/Å.

Computed properties:
- structure (SMILES) = CC#CCO
- HOMO level (Eh) = -0.36083
- relative energy (zero: lowest compared OMol25 entry of this formula, charge and spin) (eV) = 2.060
- LUMO energy (hartree) = 0.033
- frontier orbital gap (eV) = 10.73

Entry 9:
Entry from OMol25: a single C4H6O molecule (ωB97M-V/def2-TZVPD).

```
11
Properties=species:S:1:pos:R:3:forces:R:3
O 0.73117 -1.57174 1.17692 0.7 -0.8 0.6
C 1.10941 -0.33215 0.76731 0.0 0.4 -0.1
C 0.24735 0.28223 0.02338 -1.6 -1.5 -0.1
C -1.13241 -0.11535 -0.51470 0.5 0.1 0.2
C -0.44772 1.20892 -0.77760 -0.3 1.1 -0.7
H 1.55095 -1.99008 1.43584 0.0 -0.6 0.3
H 2.06188 0.04470 1.11162 0.1 0.1 0.0
H -1.22920 -0.82260 -1.34432 0.3 0.2 0.3
H -2.00202 -0.11900 0.15035 0.5 0.1 -0.1
H -0.04035 1.35004 -1.76467 -0.1 0.4 -0.3
H -0.84906 2.06502 -0.26413 -0.1 0.5 -0.2
```
Forces are in eV/Å.

Computed properties:
- structure (SMILES) = OC=C1CC1
- HOMO level (Eh) = -0.31847
- relative energy (zero: lowest compared OMol25 entry of this formula, charge and spin) (eV) = 1.721
- LUMO energy (hartree) = 0.032
- frontier orbital gap (eV) = 9.55